1.
{
  "formula": "C32H47Cl3N3NiO3SSi",
  "method": "wB97M-V/def2-TZVPD",
  "orbital_gap_ev": [7.15, 7.07],
  "charge": -1,
  "total_energy_ha": -5214.28326,
  "spin_multiplicity": 3,
  "s2": 2.006,
  "symbols": ["C", "C", "H", "H", "H", "C", "C", "H", "H", "H", "H", "Ni", "Cl", "Cl", "H", "H", "C", "C", "N", "H", "C", "O", "H", "H", "H", "H", "H", "H", "C", "C", "N", "H", "C", "O", "H", "H", "H", "H", "O", "C", "C", "C", "H", "C", "H", "C", "H", "C", "C", "H", "H", "H", "Si", "Cl", "C", "C", "C", "H", "H", "H", "H", "H", "H", "H", "H", "H", "N", "S", "C", "C", "C", "C", "C", "C", "C", "C", "C", "C", "C", "C", "H", "H", "H", "H", "H", "H", "H", "H", "H", "H", "H"],
  "coordinates": [[-1.562, -1.979, -3.524], [-1.116, -3.025, -2.561], [-1.283, -2.213, -4.553], [-1.143, -1.002, -3.242], [-2.656, -1.868, -3.507], [-0.612, -4.223, -2.892], [-0.455, -4.737, -4.284], [-0.315, -4.927, -2.111], [-0.666, -3.983, -5.052], [-1.111, -5.602, -4.477], [0.573, -5.098, -4.429], [-0.691, 0.126, -0.207], [-2.726, 0.491, 0.573], [-0.465, 1.398, -1.957], [0.541, 5.165, 3.344], [-1.612, 5.802, 2.048], [0.981, 5.018, 2.347], [-1.119, 5.464, 1.123], [-0.030, 4.545, 1.422], [1.793, 4.289, 2.405], [0.038, 3.286, 0.926], [0.893, 2.458, 1.252], [-1.851, 4.959, 0.484], [-0.751, 3.050, 0.183], [1.363, 5.989, 2.001], [-0.741, 6.364, 0.610], [1.386, -1.322, -3.219], [1.956, -3.458, -2.041], [2.199, -0.760, -2.736], [2.912, -2.942, -1.857], [2.689, -1.528, -1.624], [1.813, 0.210, -2.403], [3.077, -0.951, -0.452], [2.889, 0.218, -0.133], [3.387, -3.364, -0.961], [3.604, -1.681, 0.202], [2.999, -0.613, -3.485], [3.567, -3.106, -2.727], [-0.245, -1.697, -0.873], [-1.243, -2.601, -1.109], [0.040, -4.124, 0.485], [-1.181, -3.686, -0.027], [0.970, -3.774, 0.031], [0.056, -4.968, 1.599], [-2.244, -2.132, -1.025], [-2.378, -4.166, 0.505], [1.015, -5.226, 2.047], [-1.141, -5.460, 2.125], [-2.363, -5.071, 1.567], [-3.309, -3.808, 0.057], [-1.123, -6.134, 2.983], [-3.301, -5.469, 1.964], [-0.482, 4.718, -5.339], [-0.733, 3.072, -6.580], [1.354, 4.844, -4.989], [-1.527, 4.366, -3.832], [-1.061, 6.257, -6.252], [1.730, 3.899, -4.575], [1.558, 5.647, -4.269], [1.907, 5.064, -5.912], [-0.441, 6.445, -7.139], [-0.992, 7.137, -5.597], [-2.104, 6.157, -6.580], [-1.187, 3.452, -3.321], [-2.575, 4.222, -4.126], [-1.480, 5.198, -3.117], [-0.035, -0.656, 1.399], [0.948, -0.267, 2.582], [0.179, 0.979, 3.623], [-1.165, 1.326, 3.561], [-1.667, 2.295, 4.429], [-0.823, 2.894, 5.364], [0.532, 2.557, 5.416], [1.040, 1.604, 4.539], [0.835, -1.729, 3.637], [2.025, -2.344, 4.053], [1.953, -3.466, 4.876], [0.709, -3.953, 5.287], [-0.470, -3.320, 4.877], [-0.406, -2.194, 4.054], [-0.211, -1.662, 1.359], [-1.813, 0.867, 2.811], [-2.724, 2.566, 4.379], [-1.222, 3.619, 6.075], [1.195, 3.028, 6.147], [2.093, 1.329, 4.549], [2.976, -1.918, 3.722], [2.868, -3.964, 5.207], [0.655, -4.826, 5.940], [-1.441, -3.706, 5.192], [-1.309, -1.673, 3.731]],
  "lowdin_spin": [0.000, 0.001, 0.000, 0.000, 0.000, 0.002, 0.000, 0.000, 0.000, 0.000, 0.000, 1.695, 0.078, 0.055, 0.000, 0.000, 0.000, 0.000, 0.000, 0.000, 0.001, 0.005, 0.000, 0.001, 0.000, 0.000, 0.000, 0.000, 0.000, 0.000, 0.000, 0.000, 0.000, 0.001, 0.000, 0.000, 0.000, 0.000, 0.086, 0.007, 0.000, 0.000, 0.000, 0.000, 0.002, 0.000, 0.000, 0.000, 0.000, 0.000, 0.000, 0.000, 0.000, 0.000, 0.000, 0.001, 0.000, 0.000, 0.000, 0.000, 0.000, 0.000, 0.000, 0.001, 0.000, 0.000, 0.036, 0.015, 0.000, 0.000, 0.000, 0.000, 0.000, 0.000, 0.004, 0.002, 0.000, 0.002, 0.000, 0.002, -0.001, 0.000, 0.000, 0.000, 0.000, 0.000, 0.000, 0.000, 0.000, 0.000, 0.000]
}

***

2.
{
  "formula": "CH4S3",
  "method": "wB97M-V/def2-TZVPD",
  "orbital_gap_ev": 8.72,
  "charge": 0,
  "total_energy_ha": -1235.03601,
  "smiles": "CSSS",
  "spin_multiplicity": 1,
  "symbols": ["C", "S", "S", "S", "H", "H", "H", "H"],
  "coordinates": [[1.606, 0.124, 0.229], [-2.644, -1.067, -0.561], [0.361, 0.724, -0.970], [-1.147, 0.186, 0.268], [1.866, -0.950, 0.199], [1.062, 0.325, 1.111], [2.443, 0.689, 0.207], [-3.546, -0.032, -0.482]],
  "nbo_charge": [-0.708, -0.122, 0.101, -0.068, 0.219, 0.220, 0.215, 0.144]
}

***

3.
{
  "formula": "C12H11BiIN3O4PS",
  "method": "wB97M-V/def2-TZVPD",
  "orbital_gap_ev": 8.12,
  "charge": -1,
  "total_energy_ha": -2181.09461,
  "spin_multiplicity": 1,
  "symbols": ["Bi", "O", "S", "O", "O", "O", "I", "N", "C", "C", "C", "N", "C", "N", "C", "P", "C", "C", "C", "C", "C", "C", "C", "H", "H", "H", "H", "H", "H", "H", "H", "H", "H", "H"],
  "coordinates": [[-0.230, 0.255, -0.305], [2.958, 2.823, 0.537], [2.043, 1.887, -0.054], [2.035, 1.795, -1.504], [2.206, 0.487, 0.501], [0.585, 2.226, 0.368], [-2.733, 1.112, 0.301], [-1.139, -1.966, -0.046], [-0.954, -3.111, -0.156], [-0.751, -4.466, -0.257], [-1.208, -5.361, 0.735], [-1.565, -6.103, 1.545], [-0.014, -4.966, -1.358], [0.582, -5.378, -2.256], [-1.162, -0.275, 3.300], [0.349, -0.020, 2.270], [1.117, 1.300, 3.271], [1.275, -1.543, 2.619], [2.640, -1.495, 2.884], [3.342, -2.668, 3.113], [2.693, -3.895, 3.071], [1.330, -3.947, 2.819], [0.624, -2.775, 2.599], [-0.884, -0.564, 4.315], [-1.792, -1.049, 2.861], [-1.740, 0.647, 3.328], [1.379, 0.872, 4.239], [0.376, 2.086, 3.408], [1.984, 1.730, 2.788], [3.154, -0.543, 2.868], [4.405, -2.623, 3.313], [3.253, -4.809, 3.225], [0.817, -4.900, 2.787], [-0.439, -2.820, 2.409]],
  "nbo_charge": [1.479, -0.982, 2.550, -1.013, -1.076, -1.075, -0.414, -0.606, 0.480, -0.599, 0.315, -0.395, 0.310, -0.376, -0.968, 1.058, -0.942, -0.293, -0.214, -0.201, -0.204, -0.201, -0.229, 0.231, 0.247, 0.249, 0.231, 0.251, 0.282, 0.232, 0.210, 0.211, 0.233, 0.220]
}

***

4.
{
  "formula": "C32H44N7O2S2Sc",
  "method": "wB97M-V/def2-TZVPD",
  "orbital_gap_ev": 7.09,
  "charge": 0,
  "total_energy_ha": -3336.70760,
  "spin_multiplicity": 1,
  "symbols": ["Sc", "C", "C", "C", "N", "C", "C", "C", "C", "C", "C", "C", "N", "C", "C", "C", "N", "C", "C", "C", "C", "C", "C", "C", "N", "C", "C", "H", "H", "H", "H", "H", "H", "H", "H", "H", "H", "H", "H", "H", "H", "H", "H", "H", "H", "H", "H", "H", "H", "H", "H", "H", "H", "C", "O", "C", "O", "H", "H", "H", "S", "C", "C", "N", "C", "H", "H", "H", "C", "C", "N", "C", "S", "N", "C", "C", "H", "H", "H", "H", "H", "H", "H", "H", "H", "H", "H", "H"],
  "coordinates": [[0.740, 1.513, 0.368], [2.152, -2.527, 2.451], [2.199, -1.157, 3.133], [2.876, -0.067, 2.276], [2.080, 1.135, 2.072], [2.134, 2.074, 2.994], [2.756, 1.915, 4.257], [3.203, 2.859, 5.162], [3.239, 4.241, 5.060], [2.653, 4.976, 4.039], [1.800, 4.572, 3.031], [1.344, 3.283, 2.669], [0.294, 3.033, 1.912], [-0.601, 4.145, 1.629], [-2.026, 3.665, 1.390], [-2.169, 2.757, 0.173], [-1.449, 1.495, 0.281], [-2.058, 0.449, 0.783], [-3.319, 0.497, 1.432], [-4.187, -0.496, 1.835], [-4.150, -1.866, 1.617], [-3.116, -2.530, 0.984], [-1.873, -2.075, 0.571], [-1.256, -0.801, 0.660], [0.039, -0.609, 0.497], [0.868, -1.803, 0.316], [0.944, -2.735, 1.541], [3.077, -2.677, 1.883], [2.137, -3.312, 3.212], [1.183, -0.832, 3.375], [2.725, -1.251, 4.086], [3.841, 0.207, 2.718], [3.101, -0.479, 1.295], [2.925, 0.887, 4.549], [3.649, 2.440, 6.059], [3.764, 4.788, 5.832], [2.842, 6.045, 4.062], [1.421, 5.370, 2.404], [-0.609, 4.838, 2.476], [-0.246, 4.715, 0.757], [-2.384, 3.161, 2.292], [-2.660, 4.543, 1.234], [-3.225, 2.568, -0.041], [-1.765, 3.288, -0.690], [-3.649, 1.497, 1.677], [-5.060, -0.128, 2.365], [-4.994, -2.454, 1.954], [-3.268, -3.594, 0.823], [-1.237, -2.851, 0.170], [0.512, -2.357, -0.563], [1.869, -1.473, 0.054], [0.040, -2.612, 2.141], [0.939, -3.773, 1.194], [-0.303, 3.031, -2.843], [0.448, 2.700, -1.684], [1.518, 3.649, -1.327], [1.995, 3.177, -0.287], [0.134, 2.554, -3.722], [-0.298, 4.113, -2.972], [-1.319, 2.660, -2.715], [3.853, 0.411, -3.115], [4.664, 1.194, -1.825], [3.870, 1.201, -0.730], [2.650, 0.583, -0.887], [2.521, 0.127, -2.104], [5.645, 1.621, -1.933], [4.105, 1.650, 0.222], [1.622, -0.367, -2.453], [-3.261, -4.758, -2.381], [-3.269, -3.437, -3.132], [-2.200, -2.539, -2.705], [-1.366, -1.846, -3.512], [-0.840, -0.313, -3.083], [-0.969, -2.412, -4.678], [-0.733, -3.833, -4.912], [-1.324, -4.313, -6.225], [-4.078, -5.395, -2.721], [-3.390, -4.590, -1.312], [-2.323, -5.298, -2.518], [-4.222, -2.928, -2.961], [-3.194, -3.586, -4.207], [-2.363, -2.059, -1.829], [-0.416, -1.777, -5.231], [-1.134, -4.393, -4.073], [0.348, -4.009, -4.905], [-2.402, -4.151, -6.258], [-1.130, -5.378, -6.363], [-0.885, -3.782, -7.071]],
  "lowdin_charge": [1.017, -0.207, -0.173, -0.229, -0.044, -0.223, -0.017, -0.092, -0.120, -0.089, -0.020, -0.238, -0.033, -0.221, -0.163, -0.214, -0.039, -0.219, -0.015, -0.089, -0.118, -0.099, -0.061, -0.239, -0.024, -0.224, -0.182, 0.114, 0.106, 0.121, 0.100, 0.120, 0.075, 0.086, 0.103, 0.091, 0.104, 0.103, 0.115, 0.124, 0.110, 0.118, 0.118, 0.094, 0.089, 0.105, 0.093, 0.094, 0.090, 0.105, 0.076, 0.107, 0.112, -0.150, -0.340, -0.164, -0.195, 0.071, 0.081, 0.060, 1.043, -0.367, -0.240, -0.084, -0.480, 0.072, 0.117, 0.001, -0.075, -0.229, 0.001, -0.839, 0.709, -0.010, -0.242, -0.084, 0.078, 0.056, 0.067, 0.124, 0.096, 0.085, 0.111, 0.088, 0.120, 0.067, 0.076, 0.074]
}

***

5.
{
  "formula": "H10IMnO5",
  "method": "wB97M-V/def2-TZVPD",
  "orbital_gap_ev": [4.36, 8.37],
  "charge": 1,
  "total_energy_ha": -1830.06799,
  "spin_multiplicity": 6,
  "s2": 8.763,
  "symbols": ["Mn", "I", "O", "H", "H", "O", "H", "H", "O", "H", "H", "O", "H", "H", "O", "H", "H"],
  "coordinates": [[8.807, 2.843, 28.104], [10.251, 4.334, 27.330], [8.648, 2.164, 26.675], [8.392, 2.760, 25.970], [8.849, 1.340, 26.231], [7.616, 1.869, 28.650], [6.948, 1.841, 29.335], [7.599, 0.994, 28.262], [7.565, 3.895, 27.874], [6.647, 3.667, 28.019], [7.546, 4.818, 27.622], [8.934, 3.233, 29.598], [9.343, 3.905, 30.144], [8.551, 2.617, 30.222], [9.846, 1.619, 28.386], [10.478, 1.475, 29.090], [9.827, 0.791, 27.907]],
  "lowdin_spin": [3.297, 0.341, 0.168, 0.038, 0.082, 0.230, 0.072, 0.114, 0.107, 0.029, 0.023, 0.109, 0.025, 0.046, 0.183, 0.037, 0.097]
}

***

6.
{
  "formula": "C4H6CaO",
  "method": "wB97M-V/def2-TZVPD",
  "orbital_gap_ev": 7.70,
  "charge": 2,
  "total_energy_ha": -908.13481,
  "spin_multiplicity": 1,
  "symbols": ["C", "C", "C", "C", "O", "Ca", "H", "H", "H", "H", "H", "H"],
  "coordinates": [[-2.662, 0.891, -0.148], [-2.484, -0.480, 0.279], [-1.271, -1.098, -0.011], [-0.264, -0.307, -0.681], [0.909, -0.191, -0.174], [2.791, 0.567, -0.486], [-2.544, 1.599, 0.682], [-3.622, 1.048, -0.654], [-3.372, -1.115, 0.241], [-0.975, -2.008, 0.514], [-0.331, -0.597, -1.757], [-1.355, 1.020, -0.710]],
  "nbo_charge": [-0.443, -0.063, -0.271, 0.289, -0.911, 1.923, 0.279, 0.276, 0.269, 0.283, 0.226, 0.144]
}